# 1
Computed, not measured: a cluster of 2 separate species, C8H13N2OS in total, with ωB97M-V/def2-TZVPD.

Output
Molecular weight (u): 185.27
HOMO (eV): -13.5262
Net charge: +1
Orbital gap (eV): 10.42
E_LUMO (Eh): -0.1143
E (Eh): -895.227584
Energy relative to the best compared isomer or geometry (same formula, charge and spin) (kcal/mol): 59.9

Last column: Löwdin charge in e.
Geometry (Å):
C1 -2.0696 -0.2515 0.5706  -0.132
C2 0.5273 1.4411 -1.3199  -0.014
C3 0.0103 0.8084 -2.2046  0.124
C4 1.0182 1.9716 -0.0720  -0.450
C5 -1.0453 -0.9112 1.5330  -0.060
C6 -0.7441 -1.4671 -0.7259  -0.708
C7 1.4732 3.3879 -0.1199  0.005
C8 1.1967 -1.7668 0.8451  0.000
N1 -1.7072 -0.6787 -0.7445  0.074
N2 -0.2639 -1.8352 0.6677  -0.090
O1 1.0169 1.2739 0.9262  0.055
S1 -0.0095 -2.3575 -2.0103  0.929
H1 -3.1012 -0.5591 0.7584  0.131
H2 -2.0325 0.8384 0.6062  0.128
H3 -0.3950 0.4576 -3.1080  0.048
H4 -0.3683 -0.1572 1.9376  0.113
H5 -1.5310 -1.4501 2.3441  0.140
H6 0.6652 4.0195 -0.4873  0.103
H7 2.3012 3.4823 -0.8215  0.104
H8 1.7841 3.7189 0.8675  0.096
H9 1.5186 -0.7334 0.7040  0.086
H10 1.4648 -2.0848 1.8518  0.121
H11 1.6912 -2.4149 0.1216  0.088
H12 -0.5518 -2.8067 0.8275  0.190
H13 -0.8483 -1.9256 -2.9474  -0.082

Atoms 1-3, force components in eV/Å:
-0.1 0.1 0.6
-0.4 -0.9 -0.4
0.8 1.5 0.2

***

# 2
Computed, not measured: a structure of composition C4H11NO3S, with ωB97M-V/def2-TZVPD.

Output
Molecular weight (u): 153.20
HOMO (eV): -9.6559
Orbital gap (eV): 10.33
E_LUMO (Eh): 0.0246
E (Eh): -837.636866
Energy relative to the best compared isomer or geometry (same formula, charge and spin) (kcal/mol): 19.2

Last column: Löwdin charge in e.
Geometry (Å):
C1 2.1471 -1.3957 -0.7053  -0.092
C2 0.1740 -0.0643 1.3842  0.002
C3 0.9201 -0.6438 -1.1015  -0.190
C4 -0.2215 -0.3726 -0.1457  -0.378
N1 -3.1162 1.9432 0.3737  -0.022
O1 -1.5737 4.6295 0.9135  -0.449
O2 -0.3337 2.6438 0.1664  -0.460
O3 -1.3682 -0.2221 -0.5254  0.024
S1 -1.4601 3.5105 0.0011  0.801
H1 2.0586 -2.3411 -0.3096  0.054
H2 2.7069 -0.7228 0.0171  0.097
H3 2.7970 -1.4521 -1.5042  0.048
H4 -0.0014 -0.8982 1.9734  0.044
H5 -0.3760 0.7877 1.7091  0.037
H6 1.2795 0.2503 1.4879  0.104
H7 0.5562 -1.1453 -1.9793  0.109
H8 1.0772 0.3430 -1.5113  0.127
H9 -3.4846 1.8587 1.3255  0.072
H10 -3.8248 2.3252 -0.1493  0.003
H11 -2.9037 0.9708 -0.0146  0.069

Atoms 1-3, force components in eV/Å:
0.9 4.0 2.3
2.1 1.3 -2.9
-1.4 -0.7 -0.8

***

# 3
Computed, not measured: a cluster of 2 separate species, C5H8N3O3P in total, with ωB97M-V/def2-TZVPD.

Output
Molecular weight (u): 189.11
HOMO (eV): -0.2614
Net charge: -2
Orbital gap (eV): 6.75
E_LUMO (Eh): 0.2385
E (Eh): -926.697573
Energy relative to the best compared isomer or geometry (same formula, charge and spin) (kcal/mol): 62.1

Last column: Löwdin charge in e.
Geometry (Å):
C1 -2.9689 -0.9934 0.6312  -0.415
C2 -1.2134 0.1217 0.5723  -0.496
C3 1.2846 -1.5085 -0.9266  -0.200
C4 1.6033 -0.6842 0.2253  -0.148
C5 0.0628 0.7619 0.9433  -0.092
N1 -2.0221 -0.5765 1.4677  0.038
N2 -2.8272 -0.6108 -0.6169  -0.089
N3 -1.6957 0.1113 -0.6464  -0.036
O1 2.3550 2.0934 0.1508  -0.412
O2 0.3807 1.7199 -1.4120  -0.205
O3 0.2133 3.5066 0.3862  -0.465
P1 0.8705 2.1531 0.0415  0.185
H1 -3.8492 -1.4810 1.0243  0.048
H2 1.6624 -1.1206 -1.8476  0.053
H3 1.8495 -2.5237 -0.9287  0.071
H4 0.3254 -1.9330 -0.9078  0.037
H5 2.3677 0.0797 0.0707  0.018
H6 1.6815 -1.1307 1.2433  0.058
H7 0.4530 0.5705 1.9335  0.055
H8 -0.5333 1.4441 -1.4040  -0.004

Atoms 1-3, force components in eV/Å:
-0.4 0.1 0.8
0.1 -0.1 2.1
2.0 -2.8 0.1

***

# 4
Computed, not measured: a structure of composition C20H30CuIO6PTe, with ωB97M-V/def2-TZVPD.

Output
Molecular weight (u): 715.48
HOMO (alpha / beta) (eV): -6.6431 / -6.5846
Orbital gap (alpha / beta) (eV): 7.14 / 4.67
⟨S²⟩: 0.75
E_LUMO (alpha / beta) (Eh): 0.0182 / -0.0705
E (Eh): -3779.067562
2S+1: 2
Energy relative to the best compared isomer or geometry (same formula, charge and spin) (kcal/mol): 7.7

Last column: Löwdin spin population.
Geometry (Å):
Cu1 -0.9739 -0.3974 -0.4235  0.009
C1 1.5553 -1.7559 -2.6097  0.000
O1 0.1768 -1.4454 -2.5768  0.000
C2 -0.6771 -2.4469 -3.0913  0.000
C3 -0.9704 -3.5043 -2.0646  0.000
O2 -1.6218 -2.8999 -0.9631  0.000
C4 -1.7940 -3.8443 0.0816  0.000
C5 -2.4049 -3.1910 1.2921  0.000
O3 -1.5585 -2.2227 1.8698  0.000
C6 -0.5156 -2.7504 2.6579  0.000
H1 1.8473 -2.1240 -3.5991  0.000
H2 1.8229 -2.5017 -1.8539  0.000
H3 2.0876 -0.8302 -2.3962  0.000
H4 -0.2462 -2.9083 -3.9856  0.000
H5 -1.6101 -1.9492 -3.3649  0.000
H6 -0.0424 -3.9829 -1.7319  0.000
H7 -1.6092 -4.2773 -2.5047  0.000
H8 -0.8222 -4.2774 0.3440  0.000
H9 -2.4409 -4.6586 -0.2641  0.000
H10 -2.6588 -3.9712 2.0210  0.000
H11 -3.3196 -2.6749 0.9984  0.000
H12 -0.9150 -3.3562 3.4797  0.000
H13 0.0332 -1.9048 3.0652  0.000
H14 0.1793 -3.3633 2.0713  0.000
I1 -1.1102 1.5203 -2.6170  0.001
C7 -1.3295 2.8769 -1.0350  -0.002
C8 -1.0145 4.1832 -1.2724  0.008
C9 -1.2637 5.1565 -0.2744  -0.002
C10 -1.8934 4.7973 0.8796  0.008
C11 -2.2565 3.4441 1.1264  0.021
C12 -2.9885 3.0921 2.2854  0.007
C13 -3.3154 1.7845 2.5058  0.001
C14 -2.8505 0.7690 1.6361  0.027
C15 -2.1172 1.0149 0.4858  0.043
C16 -1.8936 2.4122 0.1952  0.048
H15 -0.6066 4.4846 -2.2295  0.001
H16 -0.9940 6.1912 -0.4577  0.000
H17 -2.1483 5.5457 1.6240  0.000
H18 -3.2825 3.8764 2.9779  0.000
H19 -3.8982 1.5135 3.3818  0.000
H20 -3.0462 -0.2585 1.9327  0.000
C17 2.7102 3.1578 -1.8923  0.000
C18 2.3599 2.7490 -0.4836  0.002
O4 1.7558 1.4296 -0.5491  0.000
P1 1.4717 0.5799 0.7642  0.054
O5 0.8363 -0.6904 0.3245  -0.001
Te1 0.5007 1.9067 2.4837  0.740
O6 2.9227 0.3305 1.3780  0.031
C19 3.8216 -0.6189 0.7547  0.003
C20 3.6144 -2.0169 1.2980  0.000
H21 3.0910 4.1817 -1.8939  0.000
H22 1.8252 3.1057 -2.5294  0.000
H23 3.4753 2.4989 -2.3111  0.000
H24 1.6496 3.4453 -0.0404  0.000
H25 3.2498 2.7143 0.1484  0.001
H26 4.8214 -0.2569 0.9764  0.000
H27 3.6837 -0.5939 -0.3263  0.000
H28 3.7311 -2.0210 2.3838  0.000
H29 4.3541 -2.6957 0.8655  0.000
H30 2.6124 -2.3715 1.0526  0.000

Atoms 1-3, force components in eV/Å:
-1.0 0.4 0.2
-0.1 0.0 0.1
0.0 0.0 -0.2

***

# 5
Computed, not measured: a cluster of 2 separate species, C3H9NO2 in total, with ωB97M-V/def2-TZVPD.

Output
Molecular weight (u): 91.11
HOMO (eV): -9.8178
Orbital gap (eV): 10.69
E_LUMO (Eh): 0.0322
E (Eh): -324.940604
SMILES: CC(=O)O.CN
Energy relative to the best compared isomer or geometry (same formula, charge and spin) (kcal/mol): 20.1

Last column: Löwdin charge in e.
Geometry (Å):
C1 -0.7133 -0.0293 2.5130  -0.009
C2 -0.2916 -0.6910 1.2805  -0.581
O1 0.5643 -1.5182 1.1290  0.095
O2 -0.9349 -0.1742 0.1705  0.031
H1 -0.3606 0.9993 2.5687  0.092
H2 -0.2217 -0.6716 3.2696  0.094
H3 -1.7696 -0.0796 2.8632  0.102
H4 -0.3546 -0.2583 -0.6222  0.061
C3 0.4545 1.6576 -2.4325  -0.177
N1 0.8309 0.2697 -2.1735  -0.061
H5 1.2059 2.3909 -2.1880  0.065
H6 -0.5012 1.9501 -1.9602  0.069
H7 0.2070 1.7846 -3.4964  0.070
H8 0.7467 -0.3147 -2.9896  0.074
H9 1.7502 0.2411 -1.7666  0.073

Atoms 1-3, force components in eV/Å:
-0.2 -1.2 2.8
-0.7 0.5 -3.4
0.2 -0.1 0.8

***

# 6
Computed, not measured: a structure of composition CH4INO2, with ωB97M-V/def2-TZVPD.

Output
Molecular weight (u): 188.95
HOMO (eV): -8.1920
Orbital gap (eV): 8.26
E_LUMO (Eh): 0.0026
E (Eh): -543.282579
Energy relative to the best compared isomer or geometry (same formula, charge and spin) (kcal/mol): 35.3

Last column: Löwdin charge in e.
Geometry (Å):
C1 0.6316 -0.5920 0.3768  -0.660
N1 -1.3908 1.0628 -0.0413  -0.109
O1 0.4665 -1.7915 -0.0836  -0.060
O2 -0.4261 0.4336 -0.8202  -0.298
I1 2.5930 0.3739 0.1300  0.740
H1 0.3815 -0.5069 1.3950  0.052
H2 -1.0004 1.9407 0.3304  0.071
H3 -2.3497 1.1916 -0.4494  0.093
H4 1.0944 -2.1122 -0.8377  0.171

Atoms 1-3, force components in eV/Å:
0.0 2.4 -3.9
-0.7 0.7 1.1
1.7 -2.6 -1.7

***

# 7
Computed, not measured: a structure of composition C36H27AsCl2MoNS2, with ωB97M-V/def2-TZVPD.

Output
Molecular weight (u): 779.52
HOMO (alpha / beta) (eV): -10.4839 / -11.0028
Net charge: +1
Orbital gap (alpha / beta) (eV): 6.38 / 7.21
⟨S²⟩: 2.04
E_LUMO (alpha / beta) (Eh): -0.1509 / -0.1394
E (Eh): -5463.349376
2S+1: 3
Energy relative to the best compared isomer or geometry (same formula, charge and spin) (kcal/mol): 2.8

Last column: Löwdin spin population.
Geometry (Å):
Mo1 0.3843 -0.8914 0.4226  1.712
Cl1 1.1941 -3.0244 1.6908  0.018
C1 2.4457 -2.4867 2.7933  0.008
C2 2.8169 -3.3368 3.8143  -0.001
C3 3.7915 -2.9043 4.6983  0.009
C4 4.3605 -1.6499 4.5464  -0.001
C5 3.9665 -0.8258 3.5052  0.008
Cl2 4.6910 0.7381 3.3694  0.001
C6 2.9928 -1.2272 2.5852  0.010
S1 2.5268 -0.1901 1.2452  0.098
H1 2.3518 -4.3074 3.9173  0.000
H2 4.1029 -3.5442 5.5122  0.001
H3 5.1155 -1.2986 5.2358  0.000
S2 -1.4480 -2.4140 0.0541  0.070
C7 -2.0268 -2.7857 1.7049  0.014
C8 -2.5839 -4.0259 1.9858  0.007
C9 -2.9773 -4.3272 3.2847  -0.001
C10 -2.8157 -3.4072 4.3118  0.009
C11 -2.2766 -2.1563 4.0373  -0.001
C12 -1.8999 -1.8563 2.7395  0.016
As1 -1.2461 -0.1586 2.1470  0.012
C13 -2.8496 0.6062 1.3833  0.000
C14 -2.8060 1.4533 0.2821  0.000
C15 -3.9842 1.9770 -0.2296  0.000
C16 -5.2018 1.6521 0.3509  0.000
C17 -5.2444 0.7989 1.4436  0.000
C18 -4.0702 0.2698 1.9595  -0.001
C19 -0.8219 0.8987 3.6819  0.000
C20 -1.8063 1.6759 4.2829  -0.001
C21 -1.4869 2.4175 5.4122  0.000
C22 -0.1978 2.3848 5.9269  -0.001
C23 0.7825 1.6116 5.3184  0.000
C24 0.4727 0.8657 4.1908  -0.001
H4 -2.6947 -4.7566 1.1948  0.000
H5 -3.4047 -5.2988 3.4961  0.000
H6 -3.1125 -3.6589 5.3210  0.001
H7 -2.1553 -1.4229 4.8257  0.000
H8 -1.8679 1.7015 -0.1913  0.000
H9 -3.9500 2.6350 -1.0880  0.000
H10 -6.1198 2.0565 -0.0547  0.000
H11 -6.1928 0.5375 1.8944  0.000
H12 -4.1145 -0.4105 2.8006  0.000
H13 -2.8071 1.7164 3.8736  0.000
H14 -2.2463 3.0254 5.8860  0.000
H15 0.0459 2.9721 6.8027  0.000
H16 1.7901 1.5950 5.7135  0.000
H17 1.2399 0.2800 3.7041  0.000
C25 1.8659 4.5334 -0.0060  -0.002
C26 2.2467 3.8285 -1.1411  0.001
C27 1.7428 2.5598 -1.3795  -0.004
C28 0.8470 1.9939 -0.4794  0.006
C29 0.4711 2.6919 0.6586  0.000
C30 0.9812 3.9591 0.8943  0.000
N1 0.3904 0.6470 -0.7161  -0.026
C31 0.1715 0.2230 -2.0705  0.013
C32 0.6502 -1.0342 -2.4348  0.009
C33 0.3511 -1.5695 -3.6793  0.003
C34 -0.3892 -0.8189 -4.5783  0.004
C35 -0.8312 0.4530 -4.2265  0.006
C36 -0.5654 0.9772 -2.9721  0.001
H18 2.2607 5.5239 0.1764  0.000
H19 2.9435 4.2648 -1.8441  0.000
H20 2.0492 2.0043 -2.2566  0.000
H21 -0.2170 2.2585 1.3689  0.000
H22 0.6823 4.4950 1.7857  0.000
H23 1.3448 -1.5685 -1.7820  0.002
H24 0.7211 -2.5482 -3.9524  0.000
H25 -0.6086 -1.2160 -5.5600  0.000
H26 -1.3957 1.0413 -4.9378  0.000
H27 -0.9224 1.9594 -2.6897  0.000

Atoms 1-3, force components in eV/Å:
0.2 0.0 -0.4
0.0 0.0 0.0
-0.1 0.0 -0.1

***

# 8
Computed, not measured: a structure of composition C34H56BF6N11O4S3Tl, with ωB97M-V/def2-TZVPD.

Output
Molecular weight (u): 1108.28
HOMO (eV): -6.0851
Net charge: -1
Orbital gap (eV): 8.08
E_LUMO (Eh): 0.0731
E (Eh): -4223.668520

Last column: Löwdin charge in e.
Geometry (Å):
Tl1 12.3502 12.2214 11.2118  0.865
C1 17.4129 13.4426 11.2506  -0.013
C2 16.4227 12.8769 12.2222  -0.266
C3 15.9798 13.3777 13.4236  0.003
C4 14.8985 12.6348 13.7675  -0.272
N1 14.6590 11.7280 12.7896  0.057
N2 15.6081 11.8688 11.8613  0.009
B1 15.6135 11.0115 10.5664  -0.557
N3 15.2295 11.9092 9.3574  0.023
N4 14.3414 12.9505 9.5580  0.068
C5 14.1344 13.4742 8.3737  -0.271
C6 15.0122 12.8957 7.4327  0.023
C7 15.6218 11.8745 8.0973  -0.311
C8 16.5799 10.8937 7.4929  -0.013
C9 13.1189 14.5773 8.1488  -0.549
C10 13.4554 15.4012 6.9395  -0.065
C11 13.1377 15.5922 9.3605  -0.036
C12 11.7951 13.8940 8.0092  -0.045
N5 14.5647 9.9242 10.7638  0.001
N6 13.3467 10.0404 10.1646  0.033
C13 12.6925 8.8759 10.4457  -0.278
C14 13.4229 8.0848 11.3322  0.030
C15 14.6054 8.7832 11.5129  -0.286
C16 15.7746 8.3775 12.2976  -0.030
C17 11.3574 8.6547 9.8401  -0.521
C18 10.8598 9.8446 9.0312  -0.057
C19 10.3247 8.1360 10.8973  -0.031
C20 11.5008 7.4083 8.9020  -0.043
C21 14.0370 12.4239 15.0124  -0.497
C22 12.7439 11.6283 14.7214  -0.082
C23 14.9760 11.5510 15.9476  -0.025
C24 13.6462 13.7686 15.6696  -0.042
H1 18.1758 13.9786 11.7868  0.067
H2 17.9023 12.6477 10.6669  0.078
H3 16.9405 14.1292 10.5584  0.079
H4 16.4944 14.1341 13.9733  0.104
H5 16.7193 10.4564 10.3909  0.126
H6 15.1239 13.1355 6.3350  0.128
H7 16.7536 11.1887 6.4794  0.065
H8 17.5504 10.9361 8.0112  0.079
H9 16.1717 9.8947 7.6113  0.084
H10 14.4201 15.8695 7.1172  0.082
H11 13.4497 14.8704 5.9711  0.091
H12 12.6992 16.1944 6.9200  0.090
H13 14.1725 16.0076 9.4596  0.099
H14 12.3904 16.3446 9.1870  0.077
H15 12.8883 14.9795 10.2543  0.024
H16 11.8124 13.2069 7.1685  0.105
H17 11.6620 13.2239 8.8580  0.013
H18 10.9604 14.5513 7.8711  0.053
H19 13.1011 7.1424 11.7627  0.114
H20 15.3160 7.6789 12.9637  0.068
H21 16.6059 8.0199 11.6962  0.083
H22 16.1755 9.1641 12.9900  0.091
H23 10.6725 10.7115 9.6461  0.018
H24 11.5693 10.1057 8.2470  0.095
H25 9.9934 9.6209 8.4602  0.066
H26 10.2536 8.8906 11.6801  0.077
H27 9.3342 7.9878 10.4986  0.079
H28 10.7175 7.2385 11.3909  0.076
H29 12.2700 7.5734 8.0952  0.107
H30 11.7583 6.5477 9.4243  0.046
H31 10.5132 7.3260 8.4749  0.075
H32 12.8199 10.6367 14.3318  0.064
H33 12.2169 11.5816 15.6878  0.089
H34 12.0311 12.0794 13.9830  0.011
H35 15.3520 10.6914 15.3584  0.087
H36 15.8438 12.1600 16.1927  0.077
H37 14.4506 11.2163 16.7923  0.053
H38 12.8355 14.2362 15.0584  0.073
H39 13.1879 13.6031 16.6360  0.071
H40 14.5517 14.4426 15.7028  0.095
F1 6.7481 11.6274 5.8895  0.120
C25 7.8776 12.0102 6.4791  -0.656
F2 8.5305 10.8961 6.7758  0.130
F3 8.6057 12.7026 5.5550  0.099
S1 7.5047 13.0460 7.9771  0.532
O1 8.8137 13.1271 8.5885  -0.309
O2 6.5149 12.2693 8.6460  -0.289
N7 6.9070 14.3545 7.4518  -0.290
S2 7.7761 15.6568 7.2061  0.574
O3 9.1754 15.4345 7.0690  -0.284
O4 7.0588 16.4029 6.2273  -0.276
C26 7.4639 16.4972 8.7785  -0.670
F4 7.6773 15.6537 9.7929  0.127
F5 8.2169 17.6389 8.9775  0.091
F6 6.2138 16.8653 8.7296  0.151
N8 8.2392 11.8309 13.8857  -0.030
C27 7.2685 11.2382 13.1516  -0.072
C28 6.3386 10.7297 14.0972  -0.079
C29 6.8735 11.1106 15.3350  -0.212
N9 8.0474 11.7054 15.2271  0.015
H41 9.0229 12.3286 13.4695  0.114
H42 7.3472 11.2605 12.1034  0.103
H43 5.3641 10.2403 13.9571  0.090
H44 6.4836 10.9298 16.3289  0.093
C30 9.4460 14.5518 15.1864  -0.091
N10 10.0043 15.8755 14.8264  -0.196
C31 9.7316 16.9930 15.7174  -0.052
C32 10.7632 15.9042 13.7422  -0.804
S3 10.7341 14.8441 12.4638  0.640
N11 11.5202 17.0318 13.5998  -0.221
C33 12.0149 17.3833 12.3088  -0.136
C34 12.3490 17.5855 14.6657  -0.066
H45 9.4290 14.4615 16.2733  0.083
H46 10.1197 13.7505 14.8065  0.040
H47 8.4287 14.4443 14.7531  0.093
H48 8.6424 16.9847 15.8272  0.092
H49 10.0093 17.9515 15.2255  0.097
H50 10.2073 16.8214 16.7084  0.098
H51 11.2987 17.3211 11.5169  0.064
H52 12.8260 16.7031 11.9840  0.076
H53 12.4887 18.3618 12.3381  0.090
H54 12.2293 17.0321 15.6032  0.088
H55 12.2585 18.6507 14.8397  0.090
H56 13.3346 17.4365 14.3870  0.061

Atoms 1-3, force components in eV/Å:
0.2 0.0 0.0
0.3 -0.8 0.2
0.1 0.1 -1.5